[1]
{"formula": "C39H52I2N10O6PS", "method": "wB97M-V/def2-TZVPD", "total_charge": 1, "homo_lumo_gap_ev": 6.134, "mol_weight_g_mol": 1073.8, "e_homo_ha": -0.3472, "symbols": ["C", "C", "I", "C", "I", "N", "C", "N", "C", "C", "C", "S", "O", "O", "O", "C", "C", "C", "N", "C", "C", "N", "C", "C", "C", "C", "C", "C", "N", "C", "C", "C", "C", "C", "C", "C", "N", "C", "N", "O", "C", "O", "C", "C", "C", "C", "C", "C", "H", "H", "H", "H", "H", "H", "H", "H", "H", "H", "H", "H", "H", "H", "H", "H", "H", "H", "H", "H", "H", "H", "H", "H", "H", "H", "H", "H", "H", "H", "H", "H", "H", "H", "O", "P", "N", "C", "C", "N", "C", "C", "N", "C", "C", "H", "H", "H", "H", "H", "H", "H", "H", "H", "H", "H", "H", "H", "H", "H", "H", "H", "H"], "xyz": [[6.1474, -2.5318, 1.7604], [5.1200, -1.9719, 0.7839], [5.2561, -2.8670, -1.1321], [4.2565, -0.9950, 1.0970], [4.5461, -0.2319, 3.0993], [3.3051, -0.4398, 0.1919], [2.0306, -0.9496, -0.0056], [1.0521, -1.0359, 0.8570], [-0.2925, -1.5452, 0.5095], [-1.2002, -0.3372, 0.0958], [-2.0713, -0.6119, -1.1364], [-2.8487, -2.2252, -1.0985], [-3.0824, -2.6331, 0.2425], [-2.0640, -3.1307, -1.8834], [-4.2576, -2.0270, -1.8466], [1.1854, -0.6079, 2.2227], [1.2422, -1.5472, 3.2545], [1.3529, -1.1077, 4.5591], [1.3802, 0.1501, 5.0164], [1.2789, 1.0012, 3.9934], [1.2000, 0.7198, 2.6405], [1.6458, -1.3517, -1.3082], [1.7282, -2.8347, -1.4893], [2.3986, -0.6216, -2.3418], [1.6427, -0.6453, -3.6668], [2.1665, -1.3310, -4.7735], [1.3752, -1.2707, -5.9105], [0.1470, -0.6300, -5.9706], [-0.3427, 0.0186, -4.9146], [0.4279, -0.0087, -3.8433], [2.7119, 0.8222, -1.8502], [3.3292, 1.6195, -2.9935], [4.2916, 1.1111, -3.8509], [4.8640, 1.8298, -4.8879], [4.3626, 3.1316, -5.0423], [3.3791, 3.5351, -4.1598], [2.8588, 2.8579, -3.1466], [3.7251, 0.6769, -0.6703], [3.6224, 1.9297, 0.1028], [5.0312, 0.4762, -1.1099], [6.0094, 1.3574, -0.5870], [6.6326, 1.0120, 0.3845], [6.3588, 2.6664, -1.2598], [7.3063, 2.6702, -2.2802], [7.6778, 3.8531, -2.8845], [7.1177, 5.0684, -2.5323], [6.1718, 5.0668, -1.5149], [5.8058, 3.8840, -0.9009], [5.6590, -2.8876, 2.6742], [6.6448, -3.4063, 1.3243], [6.8960, -1.7551, 1.9640], [-0.7198, -1.9328, 1.4415], [-0.3027, -2.3751, -0.1967], [-0.5585, 0.5424, -0.0457], [-1.8499, -0.0956, 0.9475], [-2.8848, 0.1324, -1.1318], [-1.5423, -0.4556, -2.0825], [-4.0412, -1.5979, -2.6934], [1.2027, -2.6133, 3.0349], [1.4276, -1.8812, 5.3303], [1.2556, 2.0593, 4.2742], [1.1398, 1.5326, 1.9173], [0.7483, -3.1722, -1.8645], [1.9735, -3.3345, -0.5478], [2.4359, -3.0706, -2.2878], [3.3733, -1.0808, -2.5747], [3.1169, -1.8584, -4.7398], [1.7385, -1.7591, -6.8172], [-0.4195, -0.6494, -6.8997], [0.0545, 0.5516, -2.9743], [1.7729, 1.2915, -1.5307], [4.6236, 0.0825, -3.7003], [5.6262, 1.4170, -5.5410], [4.7145, 3.7803, -5.8398], [2.9793, 4.5427, -4.3150], [2.9707, 1.7766, 0.8663], [3.1757, 2.6390, -0.4787], [7.7556, 1.7290, -2.5963], [8.4404, 3.8549, -3.6633], [7.4116, 5.9924, -3.0223], [5.7040, 5.9915, -1.1807], [5.0665, 3.9510, -0.1060], [-6.1936, 1.0529, 1.8920], [-7.2276, 0.1088, 2.4782], [-6.9396, 0.5192, 4.1371], [-6.8854, -0.3702, 5.2759], [-7.3342, 1.8750, 4.5183], [-6.3924, -1.3476, 1.9736], [-5.6063, -2.1536, 2.8907], [-5.5853, -1.1818, 0.7672], [-8.6387, -0.8105, 2.8216], [-9.8047, -0.0822, 3.3198], [-8.8101, -2.2498, 2.8483], [-7.8521, -0.8289, 5.5326], [-6.5527, 0.1715, 6.1632], [-6.1476, -1.1591, 5.1566], [-8.4235, 1.9894, 4.5828], [-6.9647, 2.5996, 3.7895], [-6.9114, 2.1621, 5.4818], [-4.7755, -1.5853, 3.3336], [-5.1833, -3.0167, 2.3702], [-6.2117, -2.5850, 3.6867], [-4.6262, -0.6863, 0.9728], [-6.1210, -0.5995, 0.0180], [-5.3733, -2.1482, 0.3200], [-9.7931, 0.0026, 4.4119], [-10.7373, -0.5715, 3.0378], [-9.8419, 0.9225, 2.8968], [-8.4880, -2.6690, 3.8058], [-8.2880, -2.7475, 2.0361], [-9.8617, -2.5203, 2.7172]]}

***

[2]
{"formula": "C39H52O4", "method": "wB97M-V/def2-TZVPD", "homo_lumo_gap_ev": 7.843, "mol_weight_g_mol": 584.8, "e_above_lowest_kcal_mol": 0.00, "e_homo_ha": -0.3239, "symbols": ["C", "C", "C", "O", "O", "C", "C", "C", "C", "C", "C", "C", "C", "C", "C", "C", "C", "C", "C", "C", "C", "C", "C", "C", "C", "C", "C", "C", "C", "C", "O", "C", "C", "C", "C", "C", "C", "C", "C", "C", "C", "C", "O", "H", "H", "H", "H", "H", "H", "H", "H", "H", "H", "H", "H", "H", "H", "H", "H", "H", "H", "H", "H", "H", "H", "H", "H", "H", "H", "H", "H", "H", "H", "H", "H", "H", "H", "H", "H", "H", "H", "H", "H", "H", "H", "H", "H", "H", "H", "H", "H", "H", "H", "H", "H"], "xyz": [[4.3769, -0.2392, 3.8671], [5.0111, 0.3100, 2.8353], [5.8841, -0.5724, 1.9632], [6.3911, -1.5575, 2.4457], [6.0693, -0.1862, 0.6638], [4.8868, -0.3458, -0.1334], [4.5338, 0.9660, -0.8743], [4.9471, 0.9223, -2.3668], [3.8292, 0.3825, -3.2915], [3.2104, 1.4873, -4.1758], [1.7033, 1.3100, -4.4125], [0.8155, 1.8391, -3.2859], [1.1867, 2.8993, -2.4899], [0.3638, 3.3781, -1.5026], [-0.8691, 2.7711, -1.3261], [-1.2622, 1.7066, -2.0871], [-0.4267, 1.2287, -3.0798], [-0.9661, 0.0669, -3.9014], [-0.9793, -1.2722, -3.1048], [0.3065, -2.1047, -3.3732], [0.0205, -3.6302, -3.5722], [0.3561, -4.3855, -2.2599], [-0.4318, -3.8912, -1.0283], [-1.9278, -4.2744, -1.1562], [-2.5870, -4.3240, 0.2421], [-2.0948, -5.4726, 1.1318], [-2.5958, -5.2898, 2.5923], [-1.7157, -4.2632, 3.3590], [-2.4773, -2.9376, 3.6401], [-1.8352, 3.2921, -0.2714], [-2.8359, 2.6333, -0.0370], [-1.5494, 4.6056, 0.4033], [-2.5895, 5.3257, 1.2455], [-3.1998, 4.4884, 2.3543], [-4.3314, 3.7314, 2.1772], [-4.8742, 2.9528, 3.1700], [-4.2971, 2.9416, 4.4193], [-3.1741, 3.7154, 4.6285], [-2.5710, 3.6911, 6.0301], [-2.6320, 4.4626, 3.6164], [-0.3493, 5.1542, 0.2145], [0.7261, 4.5222, -0.6213], [1.8588, 4.9739, -0.5557], [4.1434, -1.3021, 3.8603], [4.0693, 0.3366, 4.7361], [4.8984, 1.3740, 2.6317], [5.0658, -1.1191, -0.8882], [4.0452, -0.6408, 0.5058], [5.1304, 1.7522, -0.3964], [3.4698, 1.2131, -0.7900], [5.2170, 1.9444, -2.6598], [5.8640, 0.3283, -2.4637], [3.0550, -0.1627, -2.7339], [4.2931, -0.3575, -3.9566], [3.4136, 2.4838, -3.7746], [3.7101, 1.4567, -5.1525], [1.4860, 0.2418, -4.4935], [1.3805, 1.7539, -5.3644], [2.1476, 3.3671, -2.6777], [-2.2290, 1.2494, -1.8999], [-0.4956, -0.0442, -4.8786], [-2.0200, 0.3114, -4.0958], [-1.8382, -1.8329, -3.4979], [-1.1759, -1.0979, -2.0431], [0.7739, -1.7365, -4.2902], [0.9771, -2.0140, -2.5114], [0.7317, -3.9814, -4.3290], [-1.0034, -3.7987, -3.9182], [0.1308, -5.4492, -2.4022], [1.4220, -4.2111, -2.0656], [-0.3848, -2.8046, -0.8874], [0.0437, -4.3410, -0.1498], [-2.4445, -3.5262, -1.7671], [-1.9749, -5.2604, -1.6376], [-3.6664, -4.4705, 0.1054], [-2.3876, -3.3589, 0.7261], [-1.0043, -5.5523, 1.1834], [-2.4863, -6.4256, 0.7502], [-2.4236, -6.2568, 3.0788], [-3.6470, -4.9893, 2.6011], [-0.8094, -4.0077, 2.7962], [-1.4226, -4.6673, 4.3337], [-3.4963, -3.1897, 3.9505], [-2.0096, -2.3574, 4.4431], [-2.4823, -2.3041, 2.7476], [-2.1386, 6.2038, 1.7197], [-3.3726, 5.6995, 0.5723], [-4.7829, 3.7341, 1.1878], [-5.7546, 2.3686, 2.9174], [-4.7310, 2.3233, 5.1998], [-2.2437, 2.6590, 6.2074], [-1.7458, 4.3978, 6.1259], [-3.3604, 3.8733, 6.7660], [-1.7463, 5.0598, 3.8327], [-0.0958, 6.1167, 0.6536]]}